[1]
Formula: C4H6N4O
Source: the Open Molecules 2025 dataset
Level of theory: ωB97M-V/def2-TZVPD

Structure (XYZ):
```
15
Properties=species:S:1:pos:R:3:forces:R:3
C -0.0394 0.8509 0.0322 1.335 -2.343 1.179
C -1.9851 -0.8878 0.1054 1.262 -1.508 -0.609
C 0.2316 -0.6008 0.1691 1.648 1.160 -0.162
O 2.4438 -0.4367 -0.5775 -0.398 -0.501 0.131
H 0.1474 2.7395 0.3771 0.218 1.126 0.777
N -1.2138 1.2119 -0.2859 -2.602 -0.797 -0.438
N -2.2594 0.2565 -0.3580 0.643 2.809 -0.052
H 1.4499 2.1346 -0.4910 1.249 0.368 -0.746
H 1.5283 -2.1587 -0.0389 0.050 1.226 0.271
H 2.7130 0.2527 0.0262 0.621 0.324 0.099
N 1.5336 -1.1570 0.2532 -0.684 0.056 -0.502
H -2.7702 -1.5954 0.1640 -0.809 -0.522 0.270
C 0.8863 1.9635 0.3876 -0.732 -0.371 -0.799
H 1.5065 1.8696 1.2734 -0.228 -0.086 0.098
N -0.7297 -1.4120 0.2684 -1.574 -0.941 0.484
```
Positions in Å, forces in eV/Å.

Properties
Energy = -450.1778 Eh
HOMO level = -9.7 eV
Orbital gap = 10.14 eV
Lowest unoccupied orbital energy = 0.4 eV
F_max = 2.943 eV/Å
SMILES string = Cc1nncnc1NO
Energy relative to the best compared isomer or geometry (same formula, charge and spin) = 290.96 kJ/mol


[2]
Formula: C4H6N4O
Source: the Open Molecules 2025 dataset
Level of theory: ωB97M-V/def2-TZVPD

Structure (XYZ):
```
15
Properties=species:S:1:pos:R:3:forces:R:3
H 0.9898 -2.4292 -0.1192 -0.002 0.164 -0.015
N -2.1697 0.4116 0.0958 -1.021 0.430 0.001
O -1.3238 -1.5845 -0.0591 0.748 -0.470 -0.033
N 2.1811 -0.7905 -0.0484 3.066 1.402 0.021
C -2.4343 -0.8305 0.0204 -0.268 0.963 0.065
C 0.9888 -1.3416 -0.0712 -2.220 -1.494 -0.071
H 0.3445 2.1931 0.7517 -0.256 -0.212 -0.190
C -0.2540 -0.7750 -0.0318 1.018 0.603 -0.044
H 4.3315 -0.2488 -0.0171 0.575 0.105 -0.006
N -0.3804 1.9790 0.0436 -0.548 -2.824 -0.026
C 3.3050 -0.5270 -0.0443 -1.886 -0.307 0.029
H -0.0821 2.2696 -0.9075 -0.116 -0.223 0.292
N -0.8091 0.4928 0.0771 0.534 2.279 0.097
H -1.2735 2.4632 0.2932 0.339 -0.275 -0.111
H -3.4137 -1.2821 0.0167 0.037 -0.141 -0.007
```
Positions in Å, forces in eV/Å.

Properties
Energy = -449.4563 Eh
HOMO level = -17.3 eV
Orbital gap = 8.83 eV
Lowest unoccupied orbital energy = -8.4 eV
Charge = +2
F_max = 3.371 eV/Å
SMILES string = C#[N+]/C=C1/OC=NN1[NH3+]
Energy relative to the best compared isomer or geometry (same formula, charge and spin) = 0.00 kJ/mol


[3]
Formula: C4H6N4S
Source: the Open Molecules 2025 dataset
Level of theory: ωB97M-V/def2-TZVPD

Structure (XYZ):
```
15
Properties=species:S:1:pos:R:3:forces:R:3
C 0.4828 -0.4955 -0.5830 -1.589 0.517 -0.565
N 2.5989 -0.8503 -0.5108 1.959 -0.975 0.332
S -0.8572 -1.7488 -0.4160 0.389 -0.699 -1.929
H -2.1504 0.4915 2.5032 -0.031 0.147 -0.470
H 0.1489 0.5143 1.8457 3.095 -1.264 3.701
N 0.9914 -0.5661 -1.9280 -1.704 0.750 -1.156
H -0.5661 1.5719 -0.8094 0.180 -0.483 -0.257
C -0.5291 0.8216 1.2072 -3.407 0.860 -2.336
C -1.8234 0.7687 1.4964 -0.521 0.367 -0.684
H 1.0448 1.5090 0.0256 -0.202 0.161 -0.409
N 2.1788 -0.7649 -1.9123 1.089 0.147 -0.774
N 1.6216 -0.8206 0.1944 -0.181 0.483 1.816
H -2.5813 0.9985 0.7041 0.630 -0.199 0.982
H -0.6343 -2.4501 -1.6980 -0.148 1.393 2.186
C 0.0746 1.0209 -0.1191 0.438 -1.203 -0.440
```
Positions in Å, forces in eV/Å.

Properties
Energy = -773.0871 Eh
HOMO level = -9.9 eV
Orbital gap = 9.25 eV
Lowest unoccupied orbital energy = -0.7 eV
F_max = 4.988 eV/Å
SMILES string = C=CCC1(S)N=NN=N1
Energy relative to the best compared isomer or geometry (same formula, charge and spin) = 372.26 kJ/mol


[4]
Formula: C4H6N4S2
Source: the Open Molecules 2025 dataset
Level of theory: ωB97M-V/def2-TZVPD

Structure (XYZ):
```
16
Properties=species:S:1:pos:R:3:forces:R:3
H 0.1827 -3.3592 0.0838 -0.503 0.160 0.639
H 2.7827 3.5624 -0.5111 -1.958 -1.461 1.342
H 1.5122 3.0272 1.0799 2.240 -0.551 -2.989
N -1.5762 1.3039 -1.0714 -1.700 -1.799 1.185
C -0.7201 -3.3230 0.7397 0.111 -2.569 -2.203
C -1.2452 -0.7980 -0.1367 1.983 3.920 -0.269
C 1.9650 2.8245 -0.0677 -0.505 -0.578 0.842
C -0.3614 1.5573 -0.5804 0.913 1.282 -1.523
N -0.0038 -0.5470 0.2736 -0.113 1.602 -1.036
N -2.0568 0.1224 -0.7644 0.534 1.094 -0.911
H -1.1887 -4.4009 0.5744 0.848 2.232 0.721
S 0.3211 3.1263 -0.9930 1.316 -0.245 0.346
H 2.2505 1.6301 -0.2113 -0.588 3.679 0.453
N 0.4412 0.7200 -0.0375 -0.271 -3.306 2.240
S -1.9220 -2.2677 -0.1431 -1.612 -3.930 1.231
H -0.3811 -3.1784 1.7652 -0.696 0.469 -0.069
```
Positions in Å, forces in eV/Å.

Properties
Energy = -1171.2674 Eh
HOMO level = -8.6 eV
Orbital gap = 7.59 eV
Lowest unoccupied orbital energy = -1.0 eV
F_max = 4.423 eV/Å
SMILES string = CSc1nnc(SC)nn1
Energy relative to the best compared isomer or geometry (same formula, charge and spin) = 394.77 kJ/mol


[5]
Formula: C4H6N6
Source: the Open Molecules 2025 dataset
Level of theory: ωB97M-V/def2-TZVPD

Structure (XYZ):
```
16
Properties=species:S:1:pos:R:3:forces:R:3
N 0.8934 -0.0976 0.2992 -2.025 2.591 0.778
C -0.7545 -0.5710 0.4542 4.210 -0.015 -2.977
C -1.3843 0.2222 -0.6643 -3.163 -1.591 0.053
H -2.4069 -0.2492 -0.9663 1.253 0.977 1.145
H 1.1308 2.1008 0.7578 -0.932 0.308 0.377
C 1.4541 1.1542 0.4150 1.919 -2.495 -1.076
H -0.2119 -2.2835 -0.5510 0.529 0.006 -0.516
H -0.9266 -0.0849 1.3588 -0.809 -0.452 2.014
N -1.6484 2.6947 0.0420 0.032 0.069 -0.175
H -0.4252 -2.4091 1.1197 0.170 -0.327 -0.433
N -0.6848 -1.9518 0.2559 -2.104 0.695 2.232
H -0.8862 -0.0281 -1.5354 1.530 0.231 -1.895
N 2.8695 -0.2355 -0.3747 0.974 -0.796 -0.742
C -1.5230 1.6305 -0.3675 -0.025 0.045 0.195
N 1.7919 -0.8988 -0.2216 -0.870 -1.196 0.144
N 2.7121 1.0070 -0.0218 -0.690 1.949 0.877
```
Positions in Å, forces in eV/Å.

Properties
Energy = -484.4692 Eh
HOMO level = -10.2 eV
Orbital gap = 10.70 eV
Lowest unoccupied orbital energy = 0.5 eV
F_max = 5.156 eV/Å
SMILES string = N#CC[C@@H](N)n1cnnn1
Energy relative to the best compared isomer or geometry (same formula, charge and spin) = 0.00 kJ/mol


[6]
Formula: C4H6NO
Source: the Open Molecules 2025 dataset
Level of theory: ωB97M-V/def2-TZVPD

Structure (XYZ):
```
12
Properties=species:S:1:pos:R:3:forces:R:3
N -0.2317 -0.1860 0.1153 6.346 0.452 1.204
C 1.9972 0.2048 0.6385 -1.293 -0.164 -2.173
H 2.6299 -0.2273 -1.5649 0.224 -0.213 -0.146
H 2.8745 0.7336 0.9703 -0.064 -0.391 0.943
C -1.5923 -0.6078 0.0695 -2.643 -0.223 -1.827
C 1.9578 -0.2132 -0.7302 -3.556 1.430 4.240
H 0.2181 0.3215 2.0897 -0.369 0.451 1.372
H -2.1047 -0.0694 -0.8511 0.898 -0.873 2.116
H -2.1302 -0.3607 1.0597 1.125 -0.253 -1.653
C 0.6289 0.1636 1.1439 0.902 -0.889 -4.483
O 0.6584 -0.4443 -1.0099 -1.840 -0.465 -0.162
H -1.6778 -1.7097 -0.1687 0.271 1.138 0.568
```
Positions in Å, forces in eV/Å.

Properties
Energy = -285.6517 Eh
HOMO level = -15.4 eV
Orbital gap = 10.15 eV
Lowest unoccupied orbital energy = -5.2 eV
Charge = +1
F_max = 6.475 eV/Å
SMILES string = C[n+]1ccco1
Energy relative to the best compared isomer or geometry (same formula, charge and spin) = 185.09 kJ/mol


[7]
Formula: C4H6NO
Source: the Open Molecules 2025 dataset
Level of theory: ωB97M-V/def2-TZVPD

Structure (XYZ):
```
12
Properties=species:S:1:pos:R:3:forces:R:3
H -1.1921 1.6495 -0.7102 0.176 1.896 -2.501
H -1.5896 -3.0799 0.0790 0.901 3.470 -0.484
C -1.3500 1.0342 0.0830 -0.226 -1.849 -1.104
C 0.9729 -0.0667 0.0761 2.805 -0.117 -1.238
C -2.4230 -0.0149 -0.0709 1.956 0.037 0.221
O -3.5569 -0.0160 0.0422 -3.633 -0.378 0.015
H 1.5152 -0.6354 -0.7007 -0.848 0.266 -0.338
N -0.4266 -0.1113 -0.0285 0.913 -0.097 0.977
H 1.3927 -0.5662 0.9136 -0.280 -0.173 1.452
C -1.2837 -1.0402 -0.1258 -1.815 -3.955 0.208
H 1.3621 0.9477 0.0169 -0.334 0.019 0.163
H -1.4286 1.5983 0.9348 0.384 0.882 2.629
```
Positions in Å, forces in eV/Å.

Properties
Energy = -285.5016 Eh
HOMO level = -15.1 eV
Orbital gap = 8.19 eV
Lowest unoccupied orbital energy = -6.9 eV
Charge = +1
F_max = 4.357 eV/Å
Energy relative to the best compared isomer or geometry (same formula, charge and spin) = 579.08 kJ/mol


[8]
Formula: C4H6NO
Source: the Open Molecules 2025 dataset
Level of theory: ωB97M-V/def2-TZVPD

Structure (XYZ):
```
12
Properties=species:S:1:pos:R:3:forces:R:3
H 0.0278 2.9364 -0.0928 0.457 -1.095 0.309
H 1.0784 0.9498 1.4080 -1.113 -0.557 -1.548
H 0.8927 -2.0791 0.7730 0.746 -1.165 1.880
C -1.3274 -0.4453 -0.0285 -4.400 0.020 -0.178
H 1.6671 -1.0069 -0.4845 -1.089 -1.961 -0.180
C 0.3797 0.8318 0.5069 1.285 3.289 1.147
H 0.0462 -2.2271 -0.7701 2.152 0.625 0.314
N -0.1169 -0.4367 0.1697 1.200 -0.608 0.734
C -0.0999 1.8414 -0.2250 0.269 0.968 1.010
H -0.8274 1.6344 -0.9730 -0.321 -0.230 -0.852
O -2.4657 -0.4147 -0.1652 1.381 -0.258 0.015
C 0.7454 -1.5840 -0.1186 -0.567 0.972 -2.650
```
Positions in Å, forces in eV/Å.

Properties
Energy = -285.6553 Eh
HOMO level = -15.6 eV
Orbital gap = 10.60 eV
Lowest unoccupied orbital energy = -5.0 eV
Charge = +1
F_max = 4.404 eV/Å
SMILES string = C=C[N+](C)=C=O
Energy relative to the best compared isomer or geometry (same formula, charge and spin) = 175.74 kJ/mol


[9]
Formula: C4H6NO2
Source: the Open Molecules 2025 dataset
Level of theory: ωB97M-V/def2-TZVPD

Structure (XYZ):
```
13
Properties=species:S:1:pos:R:3:forces:R:3
H 2.2066 2.1419 -0.9697 0.034 0.509 0.914
C 2.0242 1.7048 0.0388 -0.962 3.595 0.072
O -4.1797 0.7471 -0.0774 -3.802 2.666 -0.265
N 0.0175 -1.7529 0.0372 1.863 -0.958 -3.289
H -0.2488 -2.0460 -0.9890 0.814 0.432 2.126
C -3.3221 0.0446 -0.0147 2.490 -1.365 0.190
H 1.2441 2.3993 0.6915 2.422 -1.357 -1.684
H -0.8631 -1.5957 0.4295 -2.078 0.820 1.160
H 0.4029 -2.6025 0.5203 0.326 1.108 -0.521
C 1.2718 0.5490 -0.2301 -0.173 -2.972 1.681
O -2.3754 -0.6159 0.0476 1.024 -1.184 0.067
C 0.8098 -0.5442 -0.0198 -0.947 -1.093 -0.277
H 3.0122 1.5707 0.5359 -1.010 -0.202 -0.175
```
Positions in Å, forces in eV/Å.

Properties
Energy = -360.9161 Eh
HOMO level = -14.8 eV
Orbital gap = 10.85 eV
Lowest unoccupied orbital energy = -3.9 eV
Charge = +1
F_max = 4.651 eV/Å
Energy relative to the best compared isomer or geometry (same formula, charge and spin) = 151.75 kJ/mol